(1)
Below is a molecular structure, C12H33BrCuN3O3, with properties calculated with ωB97M-V with the def2-TZVPD basis set.

XYZ file:
```
53
Properties=species:S:1:pos:R:3:lowdin_charge:R:1
Cu -2.48194 -2.43943 3.21115 0.392
Br -1.12151 -0.90470 1.72242 0.108
C -1.65187 2.93979 2.35401 -0.034
C -1.72543 2.96197 0.81315 -0.351
C -0.34653 2.87359 0.15471 -0.181
O -0.48071 2.82601 -1.23494 -0.183
C 0.70766 2.34886 -1.87047 -0.057
N -2.52716 1.88427 0.33500 0.327
H -1.10841 2.03708 2.64615 0.051
H -2.63722 3.05215 2.79262 0.094
H -1.01837 3.76332 2.68477 0.096
H -2.18593 3.94942 0.66990 0.179
H 0.16767 1.97790 0.53320 0.120
H 0.20962 3.77970 0.42508 0.158
H 0.99875 1.38678 -1.43487 0.057
H 1.51738 3.06588 -1.72043 0.106
H 0.48415 2.21959 -2.92359 0.104
H -2.41683 1.01254 0.88026 0.010
H -2.28698 1.70296 -0.65938 0.130
C -0.08719 -2.39219 -2.60972 -0.049
C -1.43270 -1.69497 -2.62845 -0.417
C -2.59369 -2.57015 -2.18806 -0.225
O -2.62579 -3.68863 -3.04268 -0.186
C -3.87202 -4.35936 -2.98105 -0.097
N -1.43614 -0.43639 -1.84360 0.038
H 0.66898 -1.71428 -3.02537 0.079
H -0.06139 -3.28765 -3.22677 0.083
H 0.27091 -2.59784 -1.59584 0.077
H -1.65772 -1.33822 -3.63729 0.142
H -3.52222 -2.00408 -2.33806 0.127
H -2.45838 -2.84631 -1.13053 0.123
H -3.76479 -5.30099 -3.51135 0.091
H -4.64160 -3.75018 -3.46700 0.091
H -4.16056 -4.54625 -1.94175 0.086
H -1.48983 -0.64802 -0.84735 -0.052
H -0.50071 -0.03324 -1.88532 0.037
C 2.57362 -0.56348 -0.12898 -0.076
C 3.09817 0.46636 0.86111 -0.446
C 2.65934 0.04937 2.24646 -0.230
O 3.30047 0.85559 3.21930 -0.191
C 2.77459 0.68061 4.50489 -0.115
N 4.54551 0.67200 0.76294 0.061
H 1.50517 -0.75096 -0.01903 0.034
H 3.14762 -1.48711 -0.02588 0.089
H 2.76549 -0.21432 -1.14842 0.080
H 2.64321 1.44619 0.65891 0.119
H 2.92461 -0.99404 2.49193 0.140
H 1.57054 0.08728 2.37996 0.056
H 1.67613 0.64029 4.51429 0.081
H 3.06649 1.51003 5.14670 0.091
H 3.13581 -0.24853 4.96631 0.093
H 4.99587 -0.15112 0.37678 0.071
H 4.88588 0.77290 1.71418 0.067
```

Results
Calculated total energy, eV: -138264.3550
Spin multiplicity: 2
Highest occupied orbital energy (alpha / beta), eV: -11.36 / -11.36
Energy relative to the best compared isomer or geometry (same formula, charge and spin), kJ/mol: 93.6
Net charge: +1
<S²>: 0.75
Max |F|, eV/A: 2.78

***

(2)
Below is a molecular structure, C12H33Cl2N3O3Ti, with properties calculated with ωB97M-V with the def2-TZVPD basis set.

XYZ file:
```
54
Properties=species:S:1:pos:R:3:lowdin_charge:R:1
Ti 1.29586 -1.20510 0.08201 0.235
Cl 3.86422 -0.08602 -0.58400 0.104
Cl 2.20324 -3.62818 -0.62372 -0.265
C -1.64768 1.32453 -0.80420 -0.039
C -0.31995 1.67590 -1.42879 -0.439
C 0.43313 2.75917 -0.68124 -0.181
O -0.37321 3.93907 -0.61819 -0.185
C 0.06920 4.85171 0.34939 -0.114
N 0.41237 0.44248 -1.43041 -0.019
H -1.55685 0.90371 0.19718 0.072
H -2.10091 0.57385 -1.45164 0.068
H -2.28103 2.20377 -0.92206 0.087
H -0.55944 2.04548 -2.42586 0.131
H 1.43649 2.87536 -1.09095 0.127
H 0.53011 2.48744 0.36989 0.106
H -0.46241 5.80104 0.28408 0.089
H 1.12643 5.05003 0.17322 0.086
H -0.06864 4.44993 1.35321 0.086
H 1.24920 0.62938 -1.96415 0.059
H -0.10029 -0.17710 -2.04148 0.033
C -0.01529 0.50745 2.91751 -0.051
C 1.03296 -0.59002 3.23286 -0.455
C 1.15528 -0.97909 4.75668 -0.178
O 1.40105 0.12488 5.62411 -0.192
C 1.71648 -0.23208 6.94963 -0.115
N 0.87632 -1.65916 2.35092 -0.049
H 0.05284 1.46169 3.43988 0.081
H -0.98638 0.07040 3.15003 0.082
H 0.10989 0.68980 1.85019 0.010
H 2.01508 -0.17183 3.01230 0.131
H 1.98919 -1.67190 4.86933 0.115
H 0.33684 -1.54429 5.20255 0.119
H 2.80263 -0.30944 6.99860 0.091
H 1.11168 -1.06205 7.31494 0.086
H 1.46152 0.54601 7.66913 0.083
H 1.54826 -2.33000 2.69526 0.094
H 0.01484 -2.13456 2.57881 0.101
C -2.83182 -2.49514 -3.03285 -0.079
C -1.36996 -2.58450 -3.13341 -0.440
C -0.62071 -1.79945 -4.21272 -0.161
O -0.88175 -0.39962 -3.99760 -0.226
C -0.14647 0.48936 -4.87097 -0.080
N -0.89907 -2.35994 -1.77731 0.039
H -3.22780 -2.33758 -4.03608 0.083
H -3.18166 -1.62284 -2.48076 0.085
H -3.33458 -3.44009 -2.82690 0.090
H -1.17578 -3.62328 -3.40049 0.138
H -1.02313 -1.96785 -5.21161 0.120
H 0.41665 -2.11008 -4.33721 0.128
H -0.17209 1.56235 -4.68089 0.082
H -0.45491 0.26463 -5.89198 0.086
H 0.91064 0.24938 -4.75677 0.083
H -0.11657 -2.96616 -1.57660 -0.019
H -1.66411 -2.49133 -1.13112 0.076
```

Results
Calculated total energy, eV: -71747.0433
Spin multiplicity: 5
Highest occupied orbital energy (alpha / beta), eV: -4.33 / -8.97
Net charge: 0
<S²>: 6.01
Max |F|, eV/A: 4.77

***

(3)
Below is a molecular structure, C12H33ClFN3O3Pd, with properties calculated with ωB97M-V with the def2-TZVPD basis set.

XYZ file:
```
54
Properties=species:S:1:pos:R:3:lowdin_charge:R:1
Pd -0.64312 0.34093 -0.50384 0.863
Cl -1.57240 -0.83864 1.66666 -0.302
F 0.06785 1.77162 -1.91749 -0.606
C 2.93801 -1.01126 -1.34612 -0.058
C 1.83093 -2.02108 -1.08295 -0.369
C 2.28588 -3.30797 -0.39927 -0.236
O 1.27783 -4.29173 -0.35745 -0.181
C 1.63661 -5.30492 0.59224 -0.086
N 0.80838 -1.34693 -0.20331 -0.041
H 3.35230 -0.60857 -0.41515 0.074
H 2.49045 -0.08251 -1.72332 0.072
H 3.70582 -1.25927 -2.07549 0.081
H 1.29610 -2.28023 -1.99764 0.147
H 2.92350 -3.20165 0.48151 0.131
H 3.02553 -3.63170 -1.15992 0.130
H 1.64646 -4.80089 1.56294 0.091
H 2.63457 -5.71705 0.42083 0.087
H 0.88593 -6.08529 0.53093 0.088
H 0.10371 -2.08132 -0.17440 0.013
H 1.21400 -1.30513 0.72732 0.059
C -4.12939 1.74148 -2.63032 -0.043
C -3.42821 0.71468 -1.68432 -0.386
C -2.54807 -0.22443 -2.54160 -0.200
O -1.75082 -1.09018 -1.74738 -0.329
C -2.32802 -2.38101 -1.56266 -0.077
N -2.64625 1.41601 -0.65826 -0.017
H -4.04484 1.48742 -3.68862 0.077
H -3.78078 2.75293 -2.43582 0.074
H -5.20310 1.75596 -2.42421 0.074
H -4.24582 0.14572 -1.23711 0.136
H -1.94040 0.47349 -3.12925 0.121
H -3.12223 -0.79614 -3.27383 0.130
H -2.36806 -2.93993 -2.49537 0.098
H -3.22528 -2.33468 -0.94699 0.096
H -1.62046 -2.91762 -0.92479 0.072
H -3.31223 1.90809 -0.05934 0.107
H -2.26888 2.25679 -1.10780 0.074
C 2.58362 2.29598 0.85309 -0.047
C 1.44382 1.69789 1.66800 -0.362
C 1.25454 2.27608 3.06591 -0.189
O 0.35155 3.36016 3.07170 -0.206
C 0.24905 3.98057 4.32769 -0.105
N 0.17079 1.90821 0.87851 -0.031
H 3.50826 2.33858 1.44164 0.080
H 2.38290 3.31392 0.52311 0.093
H 2.79905 1.62775 0.02067 0.058
H 1.46303 0.60523 1.65446 0.099
H 2.25541 2.59259 3.39138 0.122
H 0.83757 1.52950 3.75307 0.133
H 1.25629 4.22581 4.68697 0.089
H -0.39088 3.44499 5.02970 0.094
H -0.16427 4.98548 4.19460 0.088
H -0.40969 2.58194 1.36814 0.080
H 0.46346 2.33034 -0.00706 0.037
```

Results
Calculated total energy, eV: -42309.9475
Spin multiplicity: 3
Highest occupied orbital energy (alpha / beta), eV: -7.46 / -8.23
Energy relative to the best compared isomer or geometry (same formula, charge and spin), kJ/mol: 113.9
Net charge: 0
<S²>: 2.00
Max |F|, eV/A: 3.25

***

(4)
Below is a molecular structure, C12H33CsN3O7S, with properties calculated with ωB97M-V with the def2-TZVPD basis set.

XYZ file:
```
57
Properties=species:S:1:pos:R:3:lowdin_charge:R:1
Cs -0.39304 0.52415 -2.14870 1.132
S -3.89125 1.30495 -2.86648 0.055
O -4.43020 1.67812 -4.14993 -0.421
O -3.22625 0.00318 -2.88088 -0.552
O -2.85683 2.34473 -2.82214 -0.540
O -4.84550 1.37445 -1.81340 -0.387
C 0.16260 -0.72629 1.69413 -0.032
C -0.84367 0.43057 2.00523 -0.424
C -0.15550 1.68021 2.66566 -0.219
O 0.53443 1.56260 3.86327 -0.172
C -0.34638 1.33766 5.00570 -0.086
N -1.49515 0.79334 0.80408 -0.010
H 0.93172 -0.56803 0.93813 0.062
H -0.38229 -1.55161 1.23584 0.042
H 0.69667 -1.15259 2.54333 0.073
H -1.64670 0.15170 2.68749 0.123
H -0.80690 2.55414 2.67124 0.125
H 0.62974 1.91197 1.94608 0.108
H -0.99078 2.21058 5.10994 0.079
H 0.15626 1.35772 5.97268 0.077
H -1.00129 0.46634 5.00826 0.079
H -1.81428 -0.04300 0.33631 -0.006
H -2.36331 1.26656 1.01014 0.099
C -0.80507 -3.03267 -1.78053 -0.090
C -2.20897 -2.97353 -1.13632 -0.395
C -2.37591 -3.76248 0.13788 -0.209
O -3.77180 -3.75565 0.43335 -0.169
C -4.02785 -3.89760 1.80137 -0.122
N -2.55628 -1.53063 -0.93009 0.015
H -0.74318 -2.55022 -2.75599 0.058
H -0.58319 -4.09755 -1.85068 0.065
H 0.10846 -2.79206 -1.23677 0.060
H -2.92917 -3.42161 -1.82089 0.143
H -1.70214 -3.28537 0.84957 0.111
H -2.00734 -4.78035 0.01057 0.124
H -5.09182 -4.04967 1.98288 0.085
H -3.73416 -2.95574 2.26478 0.089
H -3.57591 -4.75662 2.29729 0.082
H -2.74151 -1.11228 -1.83053 -0.041
H -3.45157 -1.67565 -0.48567 0.082
C 2.30716 2.55674 -0.70148 -0.070
C 3.23049 2.23162 -1.86509 -0.438
C 4.68295 1.67104 -1.55613 -0.183
O 5.41698 2.59283 -0.80209 -0.154
C 6.73187 2.23987 -0.76439 -0.151
N 2.56028 1.40704 -2.78148 -0.055
H 2.28659 1.78850 0.07148 0.069
H 1.25018 2.72783 -0.90551 0.050
H 2.73931 3.42741 -0.20826 0.084
H 3.35509 3.20131 -2.34704 0.133
H 5.16187 1.49589 -2.51949 0.112
H 4.61117 0.63402 -1.22817 0.128
H 7.33389 3.00246 -0.27031 0.092
H 7.17000 2.22998 -1.76242 0.086
H 6.82328 1.26871 -0.27798 0.094
H 3.09308 1.13441 -3.59504 0.079
H 1.82107 1.90857 -3.25281 0.033
```

Results
Calculated total energy, eV: -43163.6203
Spin multiplicity: 1
Highest occupied orbital energy, eV: -2.56
Energy relative to the best compared isomer or geometry (same formula, charge and spin), kJ/mol: 0.0
Net charge: -1
Max |F|, eV/A: 4.60

***

Question: Look up the calculated total energy of the third one.
Answer: -42309.9475 eV

***

Question: What is the max |F| in the second record?
Answer: 4.77 eV/A